Entry 1:
88
Properties=species:S:1:pos:R:3:mulliken_spin:R:1 method="wB97M-V/def2-TZVPD" charge=+1 homo_lumo_gap_ev="6.93 / 8.05" multiplicity=3 lumo_ha="-0.1216 / -0.1216"
Br -2.816 -2.909 1.613 0.000
P -0.841 0.029 0.458 0.005
F -7.626 2.206 2.138 0.000
F -7.207 -0.224 1.540 0.000
F -7.604 0.825 -0.332 0.000
F -6.435 2.993 0.479 0.000
O -0.894 -0.064 -1.117 0.002
O -0.044 -1.233 0.935 0.003
O 2.809 -0.271 3.242 0.490
O 0.013 2.018 -3.712 0.486
N 3.262 -0.567 4.415 0.434
N 0.736 1.777 -4.757 0.442
N -0.209 1.365 0.946 0.000
N -3.293 1.130 0.817 0.000
C -3.369 -1.376 0.567 0.000
C -4.290 1.033 -0.298 -0.001
C 0.073 2.280 -6.005 0.014
C 2.497 -0.677 6.815 0.020
C 2.161 -0.987 5.338 -0.004
C 4.495 -1.418 4.327 0.019
C 5.368 -0.895 3.191 -0.005
C -0.566 3.632 -5.710 -0.003
C 1.073 2.516 -7.149 0.015
C -0.986 1.272 -6.451 0.027
C 4.088 -2.868 4.065 0.027
C -6.538 1.996 1.383 0.000
C -6.686 0.647 0.644 0.000
C 1.594 0.008 -3.301 -0.047
C -2.567 -0.165 1.075 -0.001
C 1.289 0.383 -4.742 -0.002
C -4.877 -1.193 0.772 0.000
C 5.355 -1.347 5.600 0.013
C -0.430 -0.144 -6.591 -0.021
C 0.233 -0.589 -5.288 0.030
C 0.916 -0.175 5.010 -0.027
C 3.070 -3.386 5.081 -0.020
C 1.845 -2.474 5.122 0.029
C -5.415 0.047 0.005 0.000
C 2.625 0.279 -5.514 0.022
H -1.412 1.610 -7.398 0.002
H -3.728 1.428 1.689 0.000
H -3.160 -1.601 -0.476 0.000
H -3.725 0.651 -1.147 0.001
H 0.699 -1.568 -5.412 0.005
H 3.659 -2.948 3.061 0.005
H 0.276 -0.210 -7.422 0.000
H 2.115 0.305 7.093 -0.002
H 1.310 -2.583 4.171 0.003
H 4.887 -1.002 2.222 0.002
H -2.466 -0.280 2.154 0.000
H -5.742 -0.306 -0.971 0.000
H 0.749 -0.912 1.408 0.006
H 2.746 1.018 -6.295 -0.009
H 1.910 3.132 -6.817 -0.009
H -1.804 1.263 -5.723 0.008
H 5.611 0.157 3.340 0.002
H -1.370 3.556 -4.983 0.001
H 1.113 0.896 5.053 -0.003
H 0.553 -0.412 4.011 0.019
H 2.758 -4.393 4.799 0.001
H -0.551 -0.713 -4.532 0.002
H 3.465 0.427 -4.835 -0.002
H -5.678 2.025 2.060 0.000
H 2.734 -0.706 -5.969 -0.001
H 3.516 -3.474 6.075 0.000
H -0.984 4.036 -6.632 0.000
H -4.621 2.028 -0.578 0.000
H 0.132 -0.408 5.733 0.000
H 6.298 -1.462 3.169 0.000
H 4.922 -1.862 6.453 0.000
H -5.084 -1.154 1.839 0.000
H -2.619 1.870 0.577 0.000
H 2.065 -0.975 -3.264 0.000
H 4.985 -3.489 4.073 0.003
H 5.554 -0.311 5.880 -0.010
H 1.155 -2.798 5.903 0.003
H -1.244 -0.830 -6.831 0.001
H 0.175 4.338 -5.333 0.001
H 6.312 -1.829 5.405 0.000
H -5.365 -2.064 0.348 0.000
H -0.800 0.826 -1.504 0.008
H 0.567 3.048 -7.955 0.000
H 2.270 0.729 -2.840 -0.004
H 3.557 -0.650 7.031 -0.009
H 0.680 -0.005 -2.725 0.032
H 1.465 1.602 -7.586 -0.001
H -0.739 1.936 1.590 0.000
H 2.042 -1.411 7.480 0.000

---

Entry 2:
87
Properties=species:S:1:pos:R:3:mulliken_charge:R:1 method="wB97M-V/def2-TZVPD" charge=0 homo_lumo_gap_ev=8.68 lumo_ha=-0.0173
Br 3.344 3.470 2.614 -0.122
F -1.658 6.479 3.995 -0.212
O 0.994 0.745 1.605 -0.541
O -3.592 -4.843 -2.940 -0.378
O 0.718 2.852 2.832 -0.427
O 3.393 -0.660 -1.893 -0.546
O 2.159 6.332 3.062 -0.478
O -4.075 -0.275 -2.169 -0.572
O 0.070 7.836 4.775 -0.427
O -0.993 7.050 1.127 -0.479
O -3.987 -3.976 1.231 -0.490
O 6.575 3.191 2.729 -0.480
N 0.558 5.520 4.561 -0.200
C 0.500 2.850 0.319 0.512
C -4.352 -6.346 1.033 -1.491
C -0.630 6.092 0.389 -0.004
C -3.866 -5.084 0.339 0.703
C 1.390 5.358 3.335 -0.183
C 3.014 -1.498 -0.802 0.732
C -4.471 -1.332 -0.045 -1.139
C -1.943 -5.040 -4.681 -1.266
C -3.159 -5.669 -4.020 0.435
C 4.240 -1.813 0.041 -1.285
C -4.300 -5.844 -5.010 -1.408
C 0.881 5.611 0.152 -0.732
C 0.763 1.970 1.675 0.172
C -2.419 -5.218 -0.105 -1.273
C 2.370 -2.766 -1.339 -1.335
C 8.873 3.485 2.082 -1.310
C 1.406 4.052 2.411 0.862
C 1.248 4.190 0.809 -0.378
C -5.590 0.831 -0.662 -1.439
C 7.428 3.438 1.613 0.385
C -1.097 2.799 0.226 -0.470
C -2.024 3.071 1.296 -0.633
C -4.332 -0.014 -0.789 1.004
C 7.219 2.354 0.568 -1.189
C -0.328 6.692 4.459 0.592
H 0.050 4.653 4.798 0.341
H -1.136 -4.910 -3.955 0.282
H 7.848 2.525 -0.310 0.392
H -4.620 -4.878 -5.412 0.353
H -1.760 -5.383 0.755 0.454
H -5.390 -6.231 1.358 0.370
H -2.079 -4.300 -0.592 0.271
H -1.577 -5.660 -5.504 0.391
H 3.979 -2.442 0.897 0.358
H 7.453 1.366 0.978 0.323
H -5.479 1.770 -1.213 0.364
H -3.431 -4.151 2.002 0.327
H -4.829 -0.766 -2.524 0.346
H 6.174 2.324 0.248 0.257
H -2.857 2.317 1.577 0.208
H 1.497 -2.523 -1.952 0.333
H -2.887 -6.641 -3.597 0.287
H -4.498 -4.874 -0.528 0.156
H 1.590 6.447 0.535 0.336
H 9.552 3.690 1.250 0.372
H -6.454 0.313 -1.090 0.372
H 1.106 5.531 -0.983 0.440
H -2.013 4.041 1.930 0.189
H -3.835 -3.981 -3.304 0.256
H -1.547 2.471 -0.790 0.336
H -3.566 -1.934 -0.155 0.226
H -3.760 -6.551 1.932 0.358
H -4.653 -1.167 1.020 0.338
H -5.171 -6.286 -4.519 0.329
H 4.699 -0.892 0.410 0.264
H -4.287 -7.212 0.369 0.365
H 2.343 4.029 0.463 0.421
H 4.035 -1.143 -2.431 0.340
H 9.165 2.536 2.545 0.349
H -2.296 -6.050 -0.803 0.274
H -1.447 5.522 -0.214 0.296
H 2.288 -0.942 -0.201 0.106
H -3.475 0.542 -0.399 -0.133
H -5.805 1.063 0.384 0.359
H 1.142 2.409 -0.515 0.556
H 3.065 -3.316 -1.981 0.334
H 2.053 -3.423 -0.524 0.352
H -4.004 -6.488 -5.843 0.400
H 7.145 4.410 1.197 0.255
H -2.182 -4.045 -5.072 0.330
H 5.001 -2.330 -0.554 0.364
H 9.006 4.261 2.841 0.321
H 6.817 2.333 3.105 0.335
H -5.297 -1.926 -0.451 0.240

---

Entry 3:
94
Properties=species:S:1:pos:R:3:mulliken_spin:R:1 method="wB97M-V/def2-TZVPD" charge=-1 homo_lumo_gap_ev="4.10 / 6.32" multiplicity=2 lumo_ha="0.0693 / 0.0693"
V -0.589 2.340 1.113 0.000
O 0.548 -2.878 3.111 0.224
O -0.663 0.795 1.441 -0.001
O -3.398 -1.991 -0.456 0.000
O -1.969 2.965 2.983 0.000
O 7.689 4.058 -2.272 0.000
O -4.380 -4.787 0.013 0.000
O -2.261 5.063 3.571 0.000
O -1.027 -6.538 -0.642 0.186
O 1.308 2.439 2.751 0.000
O 0.371 -1.567 -3.806 0.000
O -0.522 -7.374 2.008 0.011
O 5.096 2.247 -0.658 0.000
O -0.230 -2.093 0.523 0.028
O -2.316 2.304 -0.278 0.000
O -1.241 4.391 1.732 0.000
O 0.433 1.123 -2.440 0.000
O 0.526 2.559 -0.005 0.000
N -3.822 3.027 -1.982 0.000
N 1.948 1.397 4.651 0.001
C -5.282 3.253 -2.251 0.000
C 1.122 -0.105 -2.055 0.000
C 0.821 1.606 -3.723 0.000
C 0.034 -5.138 2.529 -0.014
C 3.670 2.325 -0.321 0.000
C 7.109 2.805 -1.999 0.000
C 8.094 4.767 -1.162 0.000
C -4.393 -3.752 0.996 -0.008
C 0.166 -3.693 2.249 0.197
C -3.021 2.626 -3.195 0.000
C -0.709 -5.725 0.188 0.132
C -4.642 -6.082 0.551 0.003
C -4.458 -2.370 0.373 -0.002
C -3.373 2.826 -0.719 0.000
C -1.861 4.147 2.758 0.000
C 2.866 1.333 5.819 0.000
C 5.573 2.994 -1.797 0.000
C 2.059 2.365 3.711 0.000
C -0.338 -6.060 1.619 0.127
C 1.059 0.236 4.554 0.001
C -3.392 -0.626 -0.774 0.004
C 0.406 -1.406 -2.443 -0.001
C -0.509 -4.314 -0.127 0.011
C -0.168 -3.388 0.834 0.096
C -0.151 -2.773 -4.313 0.000
H 3.434 1.686 0.530 0.000
H -5.645 -6.039 0.977 0.000
H -4.156 3.102 0.004 0.000
H -2.786 -0.092 -0.042 -0.001
H 3.597 0.537 5.675 0.000
H -5.398 -2.249 -0.165 0.000
H -4.700 -6.929 -0.132 0.000
H 7.618 2.453 -1.101 0.000
H -1.951 2.753 -3.028 0.000
H -0.602 -1.424 -2.029 0.002
H 1.030 -0.076 -0.969 0.000
H -5.723 2.453 -2.845 0.000
H 0.454 0.242 3.647 0.001
H -2.881 -0.623 -1.736 -0.001
H -2.726 4.672 4.315 0.000
H 1.046 -2.199 -2.057 -0.001
H -3.976 -6.472 1.321 -0.002
H 1.901 1.756 -3.699 0.000
H -0.273 -8.072 1.397 -0.001
H 5.339 4.054 -1.704 0.000
H -0.097 -1.685 1.381 -0.011
H 3.548 3.346 0.041 0.000
H -4.375 -0.173 -0.905 0.000
H 0.311 -5.401 3.539 -0.001
H 2.801 3.129 3.990 0.000
H 8.683 5.630 -1.474 0.000
H -5.914 3.309 -1.364 0.000
H -0.652 -4.016 -1.155 0.010
H -3.205 1.592 -3.488 0.000
H -5.412 4.203 -2.770 0.000
H 0.469 -3.594 -3.954 0.000
H 2.179 -0.225 -2.289 0.000
H -4.620 -1.678 1.199 0.000
H 0.328 0.155 5.357 -0.001
H 5.160 2.574 -2.714 0.000
H -0.092 -2.791 -5.401 0.000
H 1.590 -0.716 4.556 0.000
H 2.261 1.144 6.705 0.000
H 7.266 5.172 -0.582 0.000
H 8.820 4.215 -0.566 0.000
H -5.115 -3.852 1.806 0.000
H 0.238 2.515 -3.873 0.000
H -3.472 3.136 -4.046 0.000
H -3.438 -3.636 1.508 0.009
H 0.492 0.942 -4.522 0.000
H 3.353 2.307 5.873 0.000
H 7.285 2.157 -2.858 0.000
H -1.151 -2.755 -3.879 0.000
H 2.977 2.132 -1.140 0.000

---

no.,electronic energy (eV)
1,-131063.5124
2,-121438.4120
3,-90191.6929